Record 1
The following is a quantum chemistry calculation of a structure of composition C5H5NO at a distorted geometry, from OMol25.

The HOMO energy (alpha / beta) comes out at -9.26 / -9.26 eV. The calculation puts the total energy at -323.31928 hartree.

Structure (ORCA input):
```
! wB97M-V def2-TZVPD RIJCOSX def2/J DEFGRID3
* xyz 0 1
O 0.447 -1.787 0.161
C -0.660 -1.015 -0.045
C -0.760 0.250 0.838
C 0.578 0.899 0.634
C 1.163 -0.038 -0.345
C -0.143 0.047 -1.087
N -0.610 1.227 -0.238
H -1.628 -1.524 -0.154
H -1.346 0.475 1.722
H 1.025 1.582 1.352
H 2.198 -0.154 -0.653
H -0.260 0.046 -2.171
*
```

Record 2
The following is a quantum chemistry calculation of a cluster of 2 separate species, H4S2Si in total at a distorted geometry, from OMol25.

The HOMO energy (alpha / beta) comes out at -9.65 / -9.65 eV. The calculation puts the total energy at -1088.14937 hartree.

Structure (ORCA input):
```
! wB97M-V def2-TZVPD RIJCOSX def2/J DEFGRID3
* xyz 0 1
Si -0.497 -0.766 0.250
S -0.246 3.045 -1.316
S -1.910 0.570 -0.656
H 0.055 -0.318 1.493
H -1.448 -1.882 0.349
H 0.299 -1.444 -0.919
H -0.996 3.118 -2.433
*
```

Record 3
The following is a quantum chemistry calculation of a cluster of 2 separate species, C2H9NOS in total at a distorted geometry, from OMol25.

The HOMO energy comes out at -8.59 eV. The calculation puts the total energy at -609.73034 hartree.

Structure (ORCA input):
```
! wB97M-V def2-TZVPD RIJCOSX def2/J DEFGRID3
* xyz 0 1
S 0.564 1.302 2.186
H -0.095 2.351 2.600
C -0.989 -0.595 -0.363
O -1.536 -1.865 0.037
C 0.482 -0.701 -0.631
N 0.986 0.712 -0.766
H -1.117 0.148 0.417
H -1.554 -0.267 -1.220
H -1.441 -1.887 0.989
H 0.990 -1.118 0.198
H 0.765 -1.388 -1.494
H 0.589 1.372 0.584
H 0.394 1.152 -1.533
H 1.961 0.786 -1.004
*
```

Record 4
The following is a quantum chemistry calculation of a cluster of 2 separate species, C6H7NO3 in total at a distorted geometry, from OMol25.

The HOMO energy comes out at -10.49 eV. The calculation puts the total energy at -513.17398 hartree.

Structure (ORCA input):
```
! wB97M-V def2-TZVPD RIJCOSX def2/J DEFGRID3
* xyz 0 1
O -4.509 1.152 -0.662
C -4.507 0.194 0.072
C -3.278 -0.580 0.450
C -2.941 -1.928 -0.250
C -2.563 -1.174 -1.540
C -1.940 -0.445 -0.323
O -1.544 -1.751 0.220
C -0.969 0.643 -0.290
N -0.272 1.565 -0.269
H -5.444 -0.173 0.545
H -3.171 -0.631 1.542
H -3.402 -2.909 -0.110
H -1.840 -1.685 -2.184
H -3.352 -0.660 -2.097
O 2.537 0.941 1.057
H 1.893 0.265 1.320
H 2.015 1.657 0.661
*
```

Record 5
The following is a quantum chemistry calculation of a cluster of 10 separate species, C18H36Cl6F9N2O16PS2 in total at a distorted geometry, from OMol25.

The HOMO energy comes out at -8.85 eV. The calculation puts the total energy at -6818.58184 hartree.

Structure (ORCA input):
```
! wB97M-V def2-TZVPD RIJCOSX def2/J DEFGRID3
* xyz 0 1
N 1.325 -1.530 -4.051
H 0.718 -1.116 -3.359
H 0.846 -2.240 -4.586
H 2.022 -2.015 -3.504
H 1.752 -0.789 -4.588
N 4.215 -0.448 -1.771
H 4.898 0.147 -1.324
H 4.452 -1.430 -1.748
H 3.984 -0.136 -2.703
H 3.379 -0.441 -1.205
C 3.393 -3.857 -1.469
O 4.121 -3.132 -0.488
O 3.384 -3.064 -2.642
C 3.771 -5.390 -1.582
F 3.022 -6.127 -2.458
F 5.066 -5.522 -1.917
F 3.712 -6.027 -0.415
C 3.646 -3.123 0.866
C 4.670 -2.684 1.864
H 4.840 -1.608 1.852
H 4.367 -2.960 2.874
H 5.609 -3.222 1.737
H 3.307 -4.125 1.127
H 2.818 -2.417 0.933
H 2.344 -3.858 -1.173
P 0.346 -0.171 -0.864
F 1.933 0.120 -0.673
F -0.129 1.258 -0.285
F 0.469 0.402 -2.373
F -1.157 -0.629 -1.069
F 0.818 -1.652 -1.373
F 0.489 -0.735 0.657
C 2.183 3.554 -0.884
Cl 2.528 4.358 0.697
Cl 3.631 3.541 -1.845
Cl 0.962 4.609 -1.657
H 1.807 2.550 -0.686
C -3.027 3.316 -1.709
Cl -2.929 5.083 -1.550
Cl -3.519 2.836 -3.334
Cl -4.107 2.668 -0.450
H -2.048 2.938 -1.415
C -2.449 -3.083 -3.506
C -3.391 -1.900 -3.132
C -4.183 -1.360 -4.296
O -5.464 -1.280 -3.751
C -5.558 -2.040 -2.667
O -6.627 -2.332 -2.074
O -4.380 -2.394 -2.315
H -3.126 -3.835 -3.912
H -1.866 -3.535 -2.704
H -1.722 -2.961 -4.309
H -2.727 -1.188 -2.640
H -4.123 -2.016 -5.163
H -3.778 -0.360 -4.449
C -4.037 -0.845 0.613
C -3.805 -0.684 2.108
C -2.316 -0.295 2.391
O -2.412 0.886 3.110
C -3.678 1.339 3.131
O -4.069 2.384 3.682
O -4.501 0.483 2.545
H -3.676 -1.840 0.352
H -3.565 -0.105 -0.034
H -5.044 -0.822 0.197
H -4.121 -1.591 2.624
H -1.643 -0.259 1.534
H -1.825 -1.104 2.931
C -1.986 4.978 1.921
C -0.675 4.333 2.234
O -0.568 4.246 3.601
S -1.513 5.342 4.408
O -0.705 6.481 4.867
O -2.433 4.677 5.332
O -2.307 5.802 3.017
H -2.718 4.180 1.803
H -1.843 5.604 1.041
H 0.144 4.974 1.907
H -0.478 3.343 1.823
C 1.192 1.341 3.448
C 1.874 -0.088 3.787
O 3.227 0.241 4.046
S 3.707 1.320 2.834
O 3.731 0.798 1.406
O 4.818 2.238 3.175
O 2.287 2.096 3.079
H 0.673 1.817 4.280
H 0.431 1.370 2.669
H 1.828 -0.731 2.908
H 1.486 -0.563 4.688
*
```

Record 6
The following is a quantum chemistry calculation of the molecule C3H4N2O, from OMol25.

The HOMO energy comes out at -8.86 eV. The calculation puts the total energy at -301.41917 hartree.

Structure (ORCA input):
```
! wB97M-V def2-TZVPD RIJCOSX def2/J DEFGRID3
* xyz 0 1
N 1.863 0.107 -0.045
C 0.498 0.053 0.154
C -0.576 0.708 -0.377
C -1.664 -0.049 0.130
N -1.299 -0.990 0.956
O 0.088 -0.913 0.985
H 2.299 -0.715 0.356
H 2.104 0.185 -1.025
H -0.608 1.599 -0.986
H -2.707 0.015 -0.149
*
```